This record from the OMol25 dataset describes a cluster of 8 separate species, C45H107N7O9 in total. The level of theory is wB97M-V/def2-TZVPD.

XYZ file:
```
168
C45H107N7O9 (wB97M-V/def2-TZVPD)
C 18.592 -5.555 -5.348
C 19.771 -6.116 -4.542
C 21.009 -6.529 -5.342
O 20.718 -7.244 -6.538
C 20.280 -8.577 -6.498
N 20.184 -5.188 -3.480
H 18.152 -6.375 -5.932
H 18.985 -4.914 -6.137
H 17.785 -5.136 -4.757
H 19.465 -7.065 -4.087
H 21.742 -7.129 -4.792
H 21.610 -5.701 -5.732
H 19.193 -8.642 -6.398
H 20.711 -9.103 -5.631
H 20.724 -9.128 -7.327
H 20.554 -4.338 -3.887
H 19.388 -4.953 -2.905
C 11.428 -4.827 -13.737
C 12.694 -5.352 -14.410
C 12.544 -5.040 -15.927
O 11.429 -5.607 -16.556
C 11.586 -6.979 -16.866
N 13.886 -4.736 -13.863
H 10.563 -5.444 -14.001
H 11.152 -3.788 -13.925
H 11.381 -4.968 -12.651
H 12.776 -6.429 -14.247
H 13.498 -5.395 -16.346
H 12.498 -3.955 -16.047
H 10.582 -7.284 -17.171
H 11.862 -7.580 -15.997
H 12.251 -7.169 -17.712
H 14.768 -5.042 -14.251
H 13.802 -3.739 -14.017
C 15.651 1.260 -7.684
C 14.324 1.502 -8.411
C 13.327 2.111 -7.430
O 13.206 1.346 -6.264
C 12.159 1.627 -5.372
N 14.463 2.367 -9.593
H 15.550 0.526 -6.888
H 16.031 2.209 -7.292
H 16.425 0.920 -8.349
H 13.951 0.511 -8.689
H 12.357 2.280 -7.916
H 13.716 3.100 -7.141
H 11.217 1.282 -5.833
H 12.030 2.708 -5.258
H 12.267 1.014 -4.483
H 13.522 2.543 -9.928
H 14.902 3.237 -9.309
C 17.816 -0.867 -11.353
C 16.887 0.285 -11.735
C 15.378 0.036 -11.663
O 15.104 -0.944 -12.636
C 13.751 -1.312 -12.592
N 17.252 1.411 -10.853
H 18.802 -0.460 -11.115
H 17.936 -1.646 -12.106
H 17.571 -1.399 -10.423
H 17.205 0.537 -12.750
H 14.907 1.008 -11.850
H 15.081 -0.217 -10.638
H 13.431 -1.778 -11.653
H 13.493 -2.033 -13.364
H 13.075 -0.460 -12.739
H 17.262 1.017 -9.924
H 16.410 1.981 -10.729
C 19.796 -5.991 -9.434
C 19.797 -7.200 -10.329
O 18.527 -7.323 -10.962
O 18.823 -6.037 -8.379
H 19.465 -5.090 -9.964
H 20.803 -5.632 -9.183
H 20.100 -8.166 -9.912
H 20.574 -7.036 -11.081
H 17.883 -7.424 -10.252
H 19.277 -6.575 -7.706
C 12.990 -3.626 -7.063
C 14.479 -3.919 -7.393
C 14.861 -5.358 -7.008
C 14.685 -6.348 -8.130
C 15.537 -5.879 -9.306
C 14.881 -4.590 -9.854
N 14.784 -3.597 -8.801
O 14.410 -2.334 -9.258
C 15.916 -4.113 -10.911
C 13.538 -4.901 -10.580
C 15.396 -2.913 -6.636
H 12.927 -2.592 -6.725
H 12.701 -4.274 -6.233
H 12.313 -3.829 -7.888
H 15.896 -5.373 -6.630
H 14.427 -5.677 -6.053
H 13.625 -6.330 -8.408
H 14.891 -7.363 -7.779
H 15.388 -6.640 -10.080
H 16.585 -5.882 -9.021
H 16.198 -4.821 -11.687
H 15.556 -3.219 -11.429
H 16.773 -3.788 -10.314
H 13.386 -5.941 -10.860
H 12.706 -4.570 -9.953
H 13.503 -4.210 -11.417
H 15.431 -3.055 -5.552
H 15.204 -1.873 -6.895
H 16.425 -3.097 -6.962
H 15.218 -1.806 -9.205
C 15.669 -7.649 -13.468
C 15.865 -9.149 -13.802
C 16.900 -9.191 -14.926
C 17.381 -10.605 -15.188
C 17.984 -11.141 -13.902
C 17.066 -11.114 -12.631
N 16.376 -9.843 -12.625
O 15.584 -9.618 -11.483
C 16.139 -12.349 -12.829
C 17.940 -11.292 -11.375
C 14.542 -9.751 -14.292
H 16.520 -7.352 -12.848
H 15.694 -7.011 -14.349
H 14.769 -7.534 -12.866
H 16.371 -8.845 -15.823
H 17.677 -8.435 -14.799
H 16.608 -11.322 -15.468
H 18.219 -10.612 -15.887
H 18.956 -10.655 -13.759
H 18.274 -12.190 -14.032
H 15.960 -12.667 -13.857
H 15.190 -12.173 -12.312
H 16.500 -13.272 -12.365
H 18.100 -12.352 -11.189
H 17.548 -10.725 -10.537
H 18.935 -10.919 -11.633
H 13.745 -9.670 -13.547
H 14.255 -9.353 -15.266
H 14.557 -10.841 -14.389
H 16.143 -9.072 -10.918
C 19.331 -1.492 -7.363
C 19.815 -1.421 -5.903
C 20.835 -2.549 -5.632
C 22.178 -2.295 -6.242
C 22.803 -0.952 -5.880
C 21.794 0.249 -6.049
N 20.478 -0.168 -5.548
O 19.551 0.916 -5.581
C 22.268 1.375 -5.138
C 21.752 0.696 -7.506
C 18.618 -1.600 -4.981
H 18.606 -2.296 -7.520
H 20.089 -1.723 -8.117
H 18.890 -0.545 -7.680
H 20.877 -2.823 -4.572
H 20.375 -3.509 -5.884
H 22.165 -2.490 -7.319
H 22.778 -3.138 -5.873
H 23.696 -0.896 -6.502
H 23.113 -0.955 -4.834
H 21.595 2.230 -5.135
H 22.556 1.015 -4.154
H 23.181 1.791 -5.584
H 22.747 0.895 -7.909
H 21.261 0.072 -8.252
H 21.138 1.603 -7.549
H 18.929 -1.400 -3.955
H 18.337 -2.662 -4.985
H 17.672 -1.188 -5.331
H 19.341 1.009 -4.645
```

Properties
- SMILES: CC1(C)CCCC(C)(C)N1O.CC1(C)CCCC(C)(C)N1O.CC1(C)CCCC(C)(C)N1O.COC[C@H](C)N.COC[C@H](C)N.COC[C@H](C)N.COC[C@H](C)N.OCCO
- F_max: 2.28 eV/A
- HOMO energy: -7.679 eV
- 2S+1: 1
- Relative energy (zero: lowest compared OMol25 entry of this formula, charge and spin): 1.418 eV

Löwdin population analysis, charges in e, atoms 1 to 99: atom 1 (C): -0.057, atom 2 (C): -0.405, atom 3 (C): -0.167, atom 4 (O): -0.235, atom 5 (C): -0.099, atom 6 (N): 0.052, atom 7 (H): 0.066, atom 8 (H): 0.060, atom 9 (H): 0.080, atom 10 (H): 0.134, atom 11 (H): 0.129, atom 12 (H): 0.123, atom 13 (H): 0.092, atom 14 (H): 0.094, atom 15 (H): 0.090, atom 16 (H): 0.026, atom 17 (H): 0.074, atom 18 (C): -0.056, atom 19 (C): -0.427, atom 20 (C): -0.222, atom 21 (O): -0.179, atom 22 (C): -0.101, atom 23 (N): 0.062, atom 24 (H): 0.078, atom 25 (H): 0.082, atom 26 (H): 0.066, atom 27 (H): 0.122, atom 28 (H): 0.119, atom 29 (H): 0.126, atom 30 (H): 0.090, atom 31 (H): 0.078, atom 32 (H): 0.088, atom 33 (H): 0.062, atom 34 (H): 0.046, atom 35 (C): -0.039, atom 36 (C): -0.417, atom 37 (C): -0.230, atom 38 (O): -0.198, atom 39 (C): -0.101, atom 40 (N): 0.047, atom 41 (H): 0.070, atom 42 (H): 0.093, atom 43 (H): 0.038, atom 44 (H): 0.129, atom 45 (H): 0.126, atom 46 (H): 0.129, atom 47 (H): 0.087, atom 48 (H): 0.089, atom 49 (H): 0.088, atom 50 (H): 0.084, atom 51 (H): 0.087, atom 52 (C): -0.064, atom 53 (C): -0.406, atom 54 (C): -0.217, atom 55 (O): -0.158, atom 56 (C): -0.117, atom 57 (N): 0.038, atom 58 (H): 0.074, atom 59 (H): 0.077, atom 60 (H): 0.060, atom 61 (H): 0.136, atom 62 (H): 0.115, atom 63 (H): 0.101, atom 64 (H): 0.080, atom 65 (H): 0.060, atom 66 (H): 0.093, atom 67 (H): 0.020, atom 68 (H): 0.033, atom 69 (C): -0.232, atom 70 (C): -0.232, atom 71 (O): -0.072, atom 72 (O): -0.096, atom 73 (H): 0.121, atom 74 (H): 0.122, atom 75 (H): 0.114, atom 76 (H): 0.122, atom 77 (H): 0.058, atom 78 (H): 0.035, atom 79 (C): -0.010, atom 80 (C): -0.457, atom 81 (C): -0.145, atom 82 (C): -0.171, atom 83 (C): -0.131, atom 84 (C): -0.472, atom 85 (N): -0.128, atom 86 (O): -0.009, atom 87 (C): -0.019, atom 88 (C): -0.020, atom 89 (C): -0.035, atom 90 (H): 0.072, atom 91 (H): 0.075, atom 92 (H): 0.070, atom 93 (H): 0.096, atom 94 (H): 0.119, atom 95 (H): 0.114, atom 96 (H): 0.114, atom 97 (H): 0.106, atom 98 (H): 0.094, atom 99 (H): 0.080